[1]
ORCA calculation (ωB97M-V/def2-TZVPD) on a gas-phase ion, C18H36NO5 (charge +1) in a non-equilibrium geometry.

Atoms and positions in Å:
1 O 7.4464 4.0843 -0.5757
2 O -3.2915 -3.0888 -1.3923
3 O -2.2470 -0.9744 -1.6346
4 O 8.4571 1.7859 -0.5691
5 O -4.4152 -6.7039 -0.9960
6 N -3.1729 0.0057 0.9779
7 C 0.7050 2.1081 1.6248
8 C -0.9340 2.2912 1.3512
9 C 2.6731 3.8970 1.1144
10 C -1.3592 1.6233 -0.0946
11 C 5.2987 4.5920 0.7031
12 C 1.5465 2.8836 0.4361
13 C -3.0541 0.2550 -1.5875
14 C -3.7703 -1.2811 0.4529
15 C 4.1308 3.4437 0.4404
16 C 7.9557 2.7869 -2.8639
17 C -2.7302 -1.9677 -0.6194
18 C -5.4812 -6.8451 0.0481
19 C 6.7965 3.8472 0.7205
20 C -2.8992 1.0155 -0.1148
21 C -4.4015 -5.3353 -1.5435
22 C -4.6879 -7.4741 1.3794
23 C 7.9521 2.8513 -1.1935
24 C -3.6475 -4.2333 -0.5382
25 H -5.4266 -7.9570 2.1538
26 H 2.4739 5.0335 0.8502
27 H -5.4523 -4.9425 -1.8957
28 H 3.9494 3.2948 -0.7146
29 H -3.7300 1.8645 -0.0392
30 H 6.8946 2.5896 -3.3162
31 H -6.0119 -5.8235 0.2758
32 H 0.9979 2.4482 2.7133
33 H -4.1726 0.1246 -1.9229
34 H -2.3306 -0.2457 1.5611
35 H -3.7089 -5.3801 -2.5148
36 H 8.7166 1.9429 -3.2255
37 H -3.8879 0.4307 1.6322
38 H 6.5794 2.7265 0.9760
39 H -1.5269 1.8022 2.2503
40 H 1.0054 0.9580 1.5425
41 H 0.8594 3.5061 -0.2974
42 H -3.9234 -8.2690 0.9246
43 H 2.1202 2.0936 -0.2477
44 H -4.0417 -6.5924 1.8049
45 H -1.3509 2.4945 -0.9097
46 H -6.3412 -7.5916 -0.3010
47 H 5.1033 5.2176 1.6950
48 H -2.7429 -4.7609 -0.0139
49 H -4.8604 -1.1616 0.0050
50 H 2.7520 3.7666 2.2919
51 H 7.4728 4.3124 1.5845
52 H -3.8921 -2.0351 1.3657
53 H -2.5719 1.0147 -2.3716
54 H 8.3713 3.8158 -3.2493
55 H -1.7607 -2.2579 0.0017
56 H 4.3819 2.3976 0.9024
57 H -1.1172 3.4639 1.3544
58 H 5.2950 5.3004 -0.2309
59 H -0.5535 0.8412 -0.4607
60 H -4.4395 -3.9896 0.3000

Cartesian forces, eV/Å:
0.4 -4.2 -0.7
0.5 1.2 3.0
-2.4 0.2 2.3
-3.5 6.9 -2.9
-2.0 2.6 0.7
-0.9 -0.2 1.0
-0.5 -0.8 -0.9
1.0 0.1 0.3
0.9 -0.4 -1.0
-0.2 1.1 0.1
0.4 -0.8 -0.7
0.5 0.3 0.5
0.3 1.4 -0.6
-1.1 -2.8 -0.3
-0.8 0.9 0.5
0.8 0.7 0.5
0.7 0.3 -0.6
0.0 -1.0 1.0
-1.1 0.8 2.1
0.9 1.3 -2.8
1.5 0.3 -1.2
0.1 0.4 -1.6
2.3 -4.3 1.2
-1.4 -1.9 0.2
1.6 1.1 -1.5
0.3 -2.4 0.6
1.9 -0.8 1.0
0.5 0.3 2.3
2.0 -1.8 -0.1
2.0 0.5 1.1
1.2 -1.8 -0.4
-0.7 -0.4 -2.3
2.1 -0.1 0.8
-0.8 0.6 -0.8
-1.6 0.0 2.1
-1.9 1.8 1.2
1.2 -0.6 -0.6
0.9 2.0 -0.8
1.1 1.0 -1.7
-0.9 2.3 0.3
1.2 -1.3 1.7
-1.8 1.6 1.2
-1.3 1.7 1.6
-1.3 -1.8 -0.4
-0.1 -2.0 1.8
2.1 1.5 0.5
0.4 -1.5 -2.1
-1.4 1.1 -1.2
2.5 0.2 0.9
-0.3 0.3 -2.6
-1.4 -1.0 -2.0
0.4 1.7 -1.9
-1.0 -1.9 1.8
-1.0 -1.9 0.7
-1.9 0.2 -1.4
-0.2 2.0 -0.9
0.1 -2.6 0.0
0.0 -1.1 2.0
-1.9 1.3 0.9
1.6 0.0 -1.5

**SMILES**: CCOCCO[C@@H]1C[NH2+][C@@H](CCCCCCCCOC(C)=O)CO1
**Net charge**: +1
**DFT total energy**: -30960.755 eV
**LUMO**: -3.396 eV

Charges per atom according to Mulliken partitioning, unit e: O -0.322; O -0.272; O -0.360; O -0.543; O -0.356; N 0.004; C -0.710; C -0.481; C -0.536; C -0.667; C -0.445; C -0.369; C -0.578; C -0.979; C -0.694; C -0.781; C 0.175; C -0.268; C -0.374; C -0.074; C -0.566; C -0.789; C 0.622; C -0.063; H 0.319; H 0.279; H 0.285; H 0.246; H 0.326; H 0.230; H 0.239; H 0.394; H 0.265; H 0.504; H 0.278; H 0.265; H 0.425; H 0.308; H 0.232; H 0.242; H 0.211; H 0.235; H 0.286; H 0.172; H 0.338; H 0.289; H 0.313; H 0.234; H 0.270; H 0.282; H 0.275; H 0.455; H 0.416; H 0.273; H 0.292; H 0.291; H 0.293; H 0.261; H 0.271; H 0.133

[2]
ORCA calculation (ωB97M-V/def2-TZVPD) on 6 unconnected molecules or ions with the total composition C18H36O6 in a non-equilibrium geometry.

Atoms and positions in Å:
1 O 36.8760 38.3200 31.5180
2 O 29.7470 37.2970 34.8550
3 O 33.1300 37.4050 27.3840
4 O 39.8430 40.0030 36.4290
5 O 34.8720 34.6860 37.7440
6 O 34.9180 40.5430 36.3060
7 C 30.3340 39.6860 35.0350
8 C 35.8710 38.8700 31.9750
9 C 39.4520 38.9950 37.0320
10 C 32.6360 38.3810 27.0500
11 C 35.1070 34.7350 36.4960
12 C 31.7020 38.4060 25.7570
13 C 34.8850 39.4710 31.0680
14 C 34.9400 41.6660 36.9140
15 C 35.6210 38.8590 33.4720
16 C 40.2500 38.4470 38.2290
17 C 32.0040 37.8180 34.4150
18 C 34.5380 33.5880 35.6130
19 C 35.5190 41.6920 38.3090
20 C 38.2090 38.2450 36.5870
21 C 30.6510 38.1780 34.7760
22 C 32.8600 39.7460 27.6230
23 C 34.3610 42.9260 36.1630
24 C 35.6320 36.0050 35.9430
25 H 33.7190 43.3390 36.9070
26 H 36.2690 38.4030 34.1990
27 H 38.4220 37.1670 36.4600
28 H 37.4790 38.5000 37.1960
29 H 35.0460 40.6370 31.1790
30 H 40.9470 39.1630 38.4370
31 H 37.7950 38.7040 35.7160
32 H 31.9910 39.0870 24.9160
33 H 40.6740 37.3750 38.0020
34 H 36.5880 41.9020 38.2670
35 H 34.6170 38.3470 33.5680
36 H 30.5130 38.5230 25.7840
37 H 33.8730 39.3680 31.2920
38 H 35.4880 39.8640 33.6130
39 H 31.0350 40.3650 34.4640
40 H 36.4800 35.8570 35.3950
41 H 29.3960 39.8410 34.8840
42 H 34.8060 42.3750 39.1040
43 H 34.8220 36.4390 35.2120
44 H 34.5490 32.5320 35.9460
45 H 31.9890 37.2900 25.2870
46 H 31.9970 36.6780 34.3310
47 H 36.1990 36.6220 36.6320
48 H 32.9930 39.5880 28.8060
49 H 33.7300 40.5100 27.0110
50 H 35.1620 43.6570 36.0560
51 H 32.7200 38.2350 35.1300
52 H 39.4510 38.1830 38.9210
53 H 33.7940 42.6160 35.1850
54 H 35.3710 40.7650 38.7730
55 H 32.3290 38.0980 33.2990
56 H 30.5480 39.9950 36.2040
57 H 35.1310 33.5970 34.6980
58 H 33.5650 33.8680 35.2420
59 H 35.2120 39.1530 29.9490
60 H 31.7790 40.3420 27.5350

Cartesian forces, eV/Å:
-1.1 0.9 0.3
2.6 2.9 -0.2
2.3 -4.6 2.1
-0.9 -1.6 1.3
1.1 -0.1 -3.6
0.0 3.7 2.0
7.2 -0.8 3.2
2.8 -3.1 0.5
1.5 1.0 -1.5
-3.2 5.3 -4.0
-2.6 -1.2 4.9
-0.6 -3.2 -2.0
2.5 2.7 -3.0
-0.5 -3.3 -3.3
-2.1 -2.0 -1.6
-2.6 -3.7 -2.4
1.9 -2.1 -2.8
1.7 0.6 -0.9
-2.5 2.8 1.5
3.7 -0.6 -2.4
-4.2 -0.7 0.5
-0.9 3.4 1.6
0.3 -2.2 -0.1
-1.9 0.5 -1.0
-1.0 0.6 0.2
0.8 -0.1 -0.5
-0.4 0.6 0.3
-3.5 0.3 3.8
-0.2 -2.0 -0.5
1.9 1.5 1.3
0.5 0.0 -1.2
0.2 -0.1 1.1
-0.4 2.2 0.1
-0.2 0.5 0.3
0.8 0.7 0.2
2.7 -0.4 0.7
-1.7 -0.7 0.4
-0.6 2.6 1.5
-0.9 -0.8 0.4
2.0 -1.2 -2.7
-5.9 1.2 -1.2
2.5 -1.1 -2.4
1.6 -0.3 1.7
0.0 1.0 0.6
-1.3 2.8 1.1
0.4 1.4 0.6
-1.6 0.6 1.0
0.4 0.8 -2.7
-2.6 -2.7 2.1
0.0 0.0 -0.5
0.1 -0.2 -0.2
0.4 0.5 0.9
1.4 0.7 2.0
0.1 -1.7 0.2
-0.9 0.1 2.4
-0.4 -1.1 -2.8
0.2 -0.1 -0.2
-0.6 0.1 0.3
-1.1 0.8 2.7
2.9 -1.4 0.1

**SMILES**: CC(C)=O.CC(C)=O.CC(C)=O.CC(C)=O.CC(C)=O.CC(C)=O
**DFT total energy**: -31527.372 eV
**LUMO**: 0.257 eV

Charges per atom according to Mulliken partitioning, unit e: O -0.599; O -0.590; O -0.447; O -0.589; O -0.575; O -0.499; C -1.140; C 0.651; C 0.572; C 0.591; C 0.472; C -0.959; C -1.008; C 0.700; C 0.102; C -1.203; C -0.345; C -1.012; C -1.039; C -1.069; C 0.634; C -0.493; C -0.941; C -0.743; H 0.360; H -0.196; H 0.411; H 0.580; H 0.245; H 0.394; H 0.314; H 0.309; H 0.272; H 0.281; H -0.222; H 0.260; H 0.374; H 0.382; H 0.255; H 0.511; H 0.487; H 0.295; H 0.025; H 0.320; H 0.247; H 0.182; H 0.429; H -0.058; H 0.264; H 0.329; H 0.238; H 0.322; H 0.184; H 0.339; H 0.047; H 0.220; H 0.332; H 0.247; H 0.255; H 0.297

[3]
ORCA calculation (ωB97M-V/def2-TZVPD) on a molecular structure, C18H37AlBClN2O10P in a non-equilibrium geometry.

Atoms and positions in Å:
1 Cl -2.0973 -5.0278 -0.1892
2 P 3.8694 0.5051 0.2229
3 Al -0.5309 0.2824 -0.9967
4 O -0.9502 1.8701 -3.5878
5 O 5.0012 -0.4484 -0.4218
6 O -1.0930 -1.3676 -0.5006
7 O -5.6281 0.5177 1.5454
8 O 3.4895 -0.0079 1.5335
9 O -1.5994 -1.5883 1.7703
10 O -3.1170 -4.0389 2.0191
11 O 0.3377 0.0154 -4.0111
12 O 4.5116 1.9703 0.2885
13 O -1.8604 1.0522 -0.0712
14 N -4.1107 1.2994 -1.4879
15 N -3.3358 0.5002 1.6374
16 C -3.8128 0.0043 -0.8364
17 C -3.1413 -2.4293 0.2031
18 C -2.0433 -1.3449 0.4462
19 C 4.8784 -0.9218 -2.8332
20 C -5.5627 1.4029 -1.7204
21 C 6.3599 1.3704 1.8182
22 C -2.7821 0.0685 0.3321
23 C 2.4741 0.5358 -0.9092
24 C -2.8615 -3.7336 0.8756
25 C -4.6507 2.6524 1.3864
26 C 0.5107 -2.8589 1.6747
27 C 5.4535 -0.0692 -1.7327
28 C -0.2001 -1.5369 1.9844
29 C 5.1990 2.2861 1.5129
30 C 1.1820 1.0535 -0.2326
31 C -4.5830 1.1511 1.5233
32 C 1.6465 -2.7220 0.6549
33 C -2.3824 1.2204 2.4678
34 B -0.3756 0.7302 -3.0720
35 H -3.7298 1.2383 -2.4207
36 H 0.5722 -0.8397 -3.6579
37 H -5.6734 2.9854 1.4457
38 H -4.1520 2.9848 0.4852
39 H -5.8104 2.3395 -2.2080
40 H -4.1197 3.1092 2.2133
41 H -1.4050 0.7732 2.4422
42 H -6.0868 1.3874 -0.7750
43 H 1.1420 2.1173 -0.4644
44 H 2.6056 -2.5706 1.1210
45 H 7.0379 1.8671 2.5016
46 H -2.7360 1.1538 3.4941
47 H -5.9337 0.5687 -2.3153
48 H -0.1831 -3.5916 1.2924
49 H 0.9534 -3.2335 2.5902
50 H 2.3356 -0.4473 -1.3378
51 H 2.6992 1.2089 -1.7327
52 H -2.2778 2.2717 2.2289
53 H 5.5775 3.2914 1.3998
54 H -3.1677 -2.6148 -0.8586
55 H 1.4255 -1.9606 -0.0758
56 H -4.1052 -2.1107 0.5655
57 H 5.1332 -1.9641 -2.7096
58 H 4.4847 2.3001 2.3232
59 H 6.8907 1.1792 0.8949
60 H -3.4183 -0.6566 -1.5954
61 H -0.0829 -1.3661 3.0481
62 H -4.7449 -0.4339 -0.4965
63 H 0.2884 -0.7077 1.4912
64 H 5.3223 -0.5953 -3.7691
65 H 6.0323 0.4297 2.2310
66 H 1.7294 -3.6628 0.1160
67 H 5.2244 0.9727 -1.9387
68 H -1.6331 2.1880 -2.9980
69 H 3.8091 -0.8177 -2.9373
70 H 1.2710 0.9983 0.8461
71 H 6.5300 -0.1849 -1.7336

Cartesian forces, eV/Å:
-0.1 0.4 0.1
-0.8 -0.9 -0.1
0.2 0.5 0.8
-0.1 0.1 -0.5
-0.1 0.5 -0.4
0.9 -0.3 -0.4
0.6 0.1 -0.3
0.1 -0.3 1.0
0.3 0.4 -0.2
0.6 0.5 -2.6
0.1 0.2 -0.5
0.1 0.0 -0.3
0.4 -0.8 0.0
-0.8 -0.3 0.1
-0.5 0.0 -0.6
-0.3 0.2 0.3
0.6 -0.8 -0.3
-1.4 0.4 0.4
0.2 0.0 -0.2
0.3 0.0 0.2
-0.1 0.1 -0.3
0.6 1.2 -0.6
0.0 1.0 0.0
-0.6 -0.8 2.8
0.4 0.0 0.7
0.7 0.5 -0.5
0.0 -0.2 0.0
0.1 -0.6 0.6
0.1 0.2 0.2
0.1 -0.2 -0.3
-1.0 -0.3 0.3
-0.3 -0.9 0.0
-0.2 0.1 0.5
-0.4 -0.5 0.1
0.5 0.2 0.0
0.2 -0.2 0.1
-0.4 0.0 -0.2
0.1 -0.1 -0.3
0.1 0.2 -0.2
0.1 0.2 0.2
0.2 -0.2 -0.2
-0.1 0.0 0.3
-0.2 0.3 0.1
0.3 0.5 0.1
0.1 0.1 0.3
-0.1 0.0 0.2
-0.3 -0.1 -0.2
-0.4 -0.1 0.1
-0.1 -0.3 0.3
0.3 -0.4 0.0
0.2 0.0 -0.4
0.2 0.2 -0.3
0.0 0.4 -0.3
-0.2 0.0 -0.3
0.0 0.3 -0.1
-0.3 0.2 0.3
0.0 -0.3 0.2
-0.3 -0.1 0.2
0.3 -0.1 -0.2
0.4 -0.3 -0.1
-0.2 0.3 0.3
-0.2 -0.1 0.0
0.0 0.2 -0.3
0.1 0.1 -0.2
-0.1 -0.3 0.1
0.1 -0.2 -0.2
0.0 0.3 0.1
0.1 0.3 0.3
-0.3 0.0 0.1
0.0 -0.1 0.3
0.3 0.1 0.1

**Net charge**: -1
**DFT total energy**: -71814.687 eV
**LUMO**: 2.618 eV

Charges per atom according to Mulliken partitioning, unit e: Cl -0.272; P 0.919; Al -1.795; O -0.805; O -0.430; O -0.083; O -0.608; O -0.775; O -0.562; O -0.517; O -0.661; O -0.429; O -0.474; N -0.053; N 0.368; C -2.536; C -0.858; C 1.323; C -1.078; C -1.100; C -1.069; C 1.512; C -0.514; C 0.219; C -1.348; C -0.460; C -0.357; C 0.174; C -0.341; C -1.463; C 0.817; C -0.728; C -1.089; B 1.321; H 0.371; H 0.289; H 0.368; H 0.313; H 0.337; H 0.439; H 0.116; H 0.336; H 0.825; H 0.299; H 0.421; H 0.346; H 0.354; H -0.144; H 0.517; H 0.235; H 0.657; H 0.401; H 0.375; H 0.511; H -0.216; H 0.395; H 0.308; H 0.295; H 0.235; H 0.530; H 0.565; H 0.522; H -0.417; H 0.396; H 0.293; H 0.507; H 0.352; H 0.336; H 0.175; H 0.678; H 0.433

Number 1: HOMO-LUMO gap 0.3035 Eh, molar mass 346.5 g/mol, E_HOMO -0.428 Eh. Number 2: HOMO-LUMO gap 0.3587 Eh, molar mass 348.5 g/mol, E_HOMO -0.349 Eh. Number 3: HOMO-LUMO gap 0.2868 Eh, molar mass 545.7 g/mol, E_HOMO -0.191 Eh.